(1)
Below is a molecular structure, C17H23N5O3RhSbSe4, with properties calculated with ωB97M-V with the def2-TZVPD basis set.

## Properties
LUMO (alpha / beta): 4.1 / 3.7 eV
ΔE to the lowest compared entry with this formula, charge and spin: 16.70 kJ/mol
Orbital gap (alpha / beta): 5.1 / 5.3 eV

```
! wB97M-V def2-TZVPD RIJCOSX def2/J DEFGRID3
* xyz -2 5
Rh -0.603 -0.187 2.111
C 0.725 -2.689 -1.753
N 0.732 -2.010 -0.475
C 1.773 -2.187 0.249
C 2.071 -1.692 1.570
C 3.276 -1.979 2.211
C 3.223 -1.367 3.470
C 1.974 -0.744 3.537
N 1.285 -0.932 2.392
C 1.172 -1.834 -2.921
C 1.705 -0.566 -2.742
C 2.113 0.184 -3.842
C 2.001 -0.325 -5.127
C 1.467 -1.598 -5.313
C 1.058 -2.340 -4.216
H -0.301 -3.016 -1.967
H 1.350 -3.595 -1.740
H 2.592 -2.823 -0.130
H 4.078 -2.566 1.784
H 3.967 -1.375 4.251
H 1.546 -0.185 4.359
H 1.768 -0.157 -1.740
H 2.513 1.179 -3.684
H 2.318 0.265 -5.979
H 1.368 -2.009 -6.311
H 0.632 -3.329 -4.362
N 0.055 1.789 2.544
C -1.011 2.807 2.633
C -1.796 2.962 1.349
C -2.596 1.752 0.893
O -3.319 1.889 -0.103
O -2.474 0.672 1.568
H 0.526 1.744 3.454
H 0.723 2.039 1.819
H -0.573 3.769 2.917
H -1.657 2.517 3.459
H -1.143 3.243 0.518
H -2.513 3.776 1.474
C -2.538 1.592 -2.949
N -1.352 1.756 -2.137
C -1.011 0.884 -1.135
N -1.680 -0.315 -1.104
O -0.143 1.154 -0.318
H -2.562 2.386 -3.695
H -3.458 1.647 -2.357
H -2.507 0.639 -3.476
H -1.058 2.695 -1.927
H -2.683 -0.211 -1.179
H -1.411 -0.855 -0.284
Se -4.099 0.613 5.153
Sb -1.710 -0.166 4.877
Se -1.477 -2.277 2.046
Se -0.266 1.494 6.021
Se -2.072 -2.118 6.311
*
```


(2)
Below is a single C17H23NO3 molecule in a non-equilibrium geometry, with properties calculated with ωB97M-V with the def2-TZVPD basis set.

## Properties
LUMO: 0.7 eV
Structure (SMILES): CC(=O)[C@]1([C@@H](c2ccc(C)cc2)N(C)C)CCCOC1=O
ΔE to the lowest compared entry with this formula, charge and spin: 377.47 kJ/mol
Orbital gap: 8.8 eV

```
! wB97M-V def2-TZVPD RIJCOSX def2/J DEFGRID3
* xyz 0 1
C 2.227 1.013 1.084
C 1.667 -0.322 1.426
C 0.717 -0.531 2.694
C -0.292 -1.705 2.313
C -1.478 -1.160 1.561
C -2.252 -0.286 2.517
O -1.393 0.747 3.094
C -0.078 0.784 2.860
O 0.448 1.901 2.858
O 1.934 -1.302 0.726
H 1.739 1.820 1.640
H 3.305 1.034 1.287
H 2.063 1.198 0.011
H 0.245 -2.490 1.758
H -0.655 -2.133 3.262
H -1.135 -0.603 0.675
H -2.119 -1.968 1.210
H -3.066 0.278 2.043
H -2.652 -0.847 3.375
C -0.214 -0.222 5.733
N 1.053 0.017 5.089
C 1.675 1.301 5.318
C 1.388 -0.873 3.954
C 2.902 -1.217 4.008
C 3.614 -0.785 5.134
C 5.002 -0.763 5.143
C 5.698 -1.465 4.167
C 7.199 -1.347 4.142
C 4.961 -2.272 3.277
C 3.568 -2.108 3.148
H -0.350 0.487 6.560
H -1.056 -0.139 5.023
H -0.231 -1.252 6.126
H 1.077 2.142 4.938
H 1.827 1.415 6.403
H 2.665 1.340 4.850
H 0.909 -1.804 4.318
H 3.084 -0.443 6.016
H 5.533 -0.233 5.936
H 7.656 -1.956 3.354
H 7.513 -0.300 3.990
H 7.626 -1.645 5.112
H 5.479 -3.023 2.675
H 3.007 -2.698 2.421
*
```


(3)
Below is a molecular structure, C17H24AuN8S, with properties calculated with ωB97M-V with the def2-TZVPD basis set.

## Properties
LUMO: -10.0 eV
Orbital gap: 6.9 eV

```
! wB97M-V def2-TZVPD RIJCOSX def2/J DEFGRID3
* xyz 3 1
Au 0.003 -0.842 -0.131
C 4.577 -0.040 0.818
N 3.847 -1.059 1.588
C 4.581 -1.834 2.607
C 2.585 -1.309 1.298
N 1.953 -0.737 0.285
N 1.920 -2.208 2.119
C 0.739 -2.870 1.899
N 0.450 -3.846 2.747
N -0.063 -2.548 0.905
H 5.513 0.170 1.323
H 4.003 0.886 0.778
H 4.801 -0.398 -0.189
H 5.620 -1.525 2.586
H 4.547 -2.900 2.384
H 4.202 -1.626 3.610
H 2.531 -0.189 -0.335
H 2.419 -2.475 2.955
H 1.111 -4.191 3.426
H -0.430 -4.338 2.699
H -0.921 -3.083 0.862
N -1.920 -2.816 -1.894
C -2.564 -1.832 -1.254
N -1.979 -0.933 -0.469
C -2.899 -0.018 0.094
C -2.621 0.994 1.001
C -3.673 1.775 1.448
C -4.978 1.548 1.009
C -5.261 0.522 0.125
C -4.203 -0.257 -0.321
S -4.268 -1.636 -1.396
H -0.916 -2.884 -1.920
H -2.428 -3.429 -2.514
H -1.621 1.162 1.379
H -3.480 2.567 2.159
H -5.782 2.172 1.374
H -6.274 0.330 -0.201
C 0.052 4.553 -3.376
C 0.071 3.278 -2.605
C 0.359 3.244 -1.237
C 0.351 2.052 -0.554
N 0.069 0.888 -1.174
C -0.208 0.892 -2.495
C -0.210 2.055 -3.223
H 0.429 5.388 -2.792
H -0.973 4.780 -3.681
H 0.640 4.458 -4.289
H 0.590 4.154 -0.699
H 0.576 2.007 0.502
H -0.432 -0.062 -2.954
H -0.434 2.007 -4.281
*
```


(4)
Below is a molecular structure, C17H24BN14V, with properties calculated with ωB97M-V with the def2-TZVPD basis set.

## Properties
LUMO (alpha / beta): -10.8 / -10.8 eV
ΔE to the lowest compared entry with this formula, charge and spin: 39.19 kJ/mol
Orbital gap (alpha / beta): 6.1 / 7.6 eV

```
! wB97M-V def2-TZVPD RIJCOSX def2/J DEFGRID3
* xyz 3 2
V 0.203 0.394 -0.811
C 1.196 -3.163 0.917
C 1.474 -2.200 -0.023
N 0.762 -1.077 0.258
N 0.048 -1.311 1.407
C 0.301 -2.564 1.798
B -0.918 -0.235 2.018
N -2.203 -0.212 1.224
C -3.384 -0.585 1.985
C -4.039 -1.569 1.070
C -3.307 -1.570 -0.077
N -2.190 -0.779 -0.003
N -0.264 1.163 1.943
C -0.135 2.159 2.815
C 0.354 3.290 2.167
C 0.528 2.904 0.861
N 0.134 1.609 0.702
N -1.467 -0.672 3.377
C -1.054 -1.023 4.613
C -2.119 -1.572 5.302
C -3.200 -1.542 4.422
N -2.782 -1.012 3.276
H 1.600 -4.161 0.973
H 2.127 -2.239 -0.880
H -0.153 -2.972 2.691
H -4.030 0.273 2.192
H -4.978 -2.073 1.255
H -3.523 -2.120 -0.984
H -0.391 2.021 3.858
H 0.574 4.253 2.601
H 0.908 3.472 0.027
H -0.031 -0.871 4.928
H -2.116 -1.944 6.315
H -4.224 -1.861 4.558
N -0.467 -0.503 -5.856
N -0.802 -0.219 -4.597
N -2.084 -0.069 -4.259
C -1.996 0.121 -2.965
N -0.707 0.075 -2.543
N 0.059 -0.123 -3.656
H -1.206 -0.374 -6.530
H 0.505 -0.407 -6.098
H -2.847 0.319 -2.344
C 3.786 1.548 -0.638
C 2.925 1.248 -1.876
C 3.520 0.084 -2.684
C 2.751 2.500 -2.749
N 1.606 0.857 -1.397
H 4.763 1.883 -0.987
H 3.923 0.655 -0.027
H 3.349 2.341 -0.029
H 4.440 0.433 -3.151
H 2.834 -0.248 -3.463
H 3.769 -0.756 -2.033
H 3.720 2.746 -3.180
H 2.417 3.354 -2.156
H 2.044 2.324 -3.559
*
```


Please write out number 4 again, unchanged.
Below is a molecular structure, C17H24BN14V, with properties calculated with ωB97M-V with the def2-TZVPD basis set.

## Properties
LUMO (alpha / beta): -10.8 / -10.8 eV
ΔE to the lowest compared entry with this formula, charge and spin: 39.19 kJ/mol
Orbital gap (alpha / beta): 6.1 / 7.6 eV

```
! wB97M-V def2-TZVPD RIJCOSX def2/J DEFGRID3
* xyz 3 2
V 0.203 0.394 -0.811
C 1.196 -3.163 0.917
C 1.474 -2.200 -0.023
N 0.762 -1.077 0.258
N 0.048 -1.311 1.407
C 0.301 -2.564 1.798
B -0.918 -0.235 2.018
N -2.203 -0.212 1.224
C -3.384 -0.585 1.985
C -4.039 -1.569 1.070
C -3.307 -1.570 -0.077
N -2.190 -0.779 -0.003
N -0.264 1.163 1.943
C -0.135 2.159 2.815
C 0.354 3.290 2.167
C 0.528 2.904 0.861
N 0.134 1.609 0.702
N -1.467 -0.672 3.377
C -1.054 -1.023 4.613
C -2.119 -1.572 5.302
C -3.200 -1.542 4.422
N -2.782 -1.012 3.276
H 1.600 -4.161 0.973
H 2.127 -2.239 -0.880
H -0.153 -2.972 2.691
H -4.030 0.273 2.192
H -4.978 -2.073 1.255
H -3.523 -2.120 -0.984
H -0.391 2.021 3.858
H 0.574 4.253 2.601
H 0.908 3.472 0.027
H -0.031 -0.871 4.928
H -2.116 -1.944 6.315
H -4.224 -1.861 4.558
N -0.467 -0.503 -5.856
N -0.802 -0.219 -4.597
N -2.084 -0.069 -4.259
C -1.996 0.121 -2.965
N -0.707 0.075 -2.543
N 0.059 -0.123 -3.656
H -1.206 -0.374 -6.530
H 0.505 -0.407 -6.098
H -2.847 0.319 -2.344
C 3.786 1.548 -0.638
C 2.925 1.248 -1.876
C 3.520 0.084 -2.684
C 2.751 2.500 -2.749
N 1.606 0.857 -1.397
H 4.763 1.883 -0.987
H 3.923 0.655 -0.027
H 3.349 2.341 -0.029
H 4.440 0.433 -3.151
H 2.834 -0.248 -3.463
H 3.769 -0.756 -2.033
H 3.720 2.746 -3.180
H 2.417 3.354 -2.156
H 2.044 2.324 -3.559
*
```